{
  "formula": "C20H31N5O4",
  "method": "wB97M-V/def2-TZVPD",
  "energy_ev": -36884.6256,
  "smiles": "CN(C[C@@H](O)CNC(=O)c1cnn(CC2CCC2)c1)C(=O)C[C@H]1CCCC(=O)N1",
  "homo_lumo_gap_ha": 0.3629,
  "max_force_ha_per_bohr": 0.000,
  "e_homo_ev": -9.4,
  "e_above_lowest_kcal_mol": 0.00,
  "elements": ["C", "N", "C", "C", "O", "C", "N", "C", "O", "C", "C", "N", "N", "C", "C", "C", "C", "C", "C", "C", "O", "C", "C", "C", "C", "C", "C", "O", "N", "H", "H", "H", "H", "H", "H", "H", "H", "H", "H", "H", "H", "H", "H", "H", "H", "H", "H", "H", "H", "H", "H", "H", "H", "H", "H", "H", "H", "H", "H", "H"],
  "xyz": [[-0.1294, -2.0484, -1.4080], [0.2513, -0.6543, -1.2086], [0.1160, -0.1092, 0.1397], [-1.1323, 0.7567, 0.2937], [-2.2909, 0.0744, -0.1685], [-1.3958, 1.1351, 1.7427], [-1.6554, -0.0137, 2.5813], [-0.6775, -0.5829, 3.3387], [0.4520, -0.1193, 3.4025], [-1.0624, -1.7995, 4.0762], [-2.2942, -2.4768, 4.1994], [-2.1834, -3.5457, 4.9675], [-0.8953, -3.5677, 5.3509], [-0.4042, -4.6776, 6.1502], [-0.3383, -5.9536, 5.3410], [0.6633, -6.0250, 4.1677], [0.9574, -7.4870, 4.5729], [0.3694, -7.1746, 5.9673], [-0.1909, -2.5490, 4.8387], [1.0006, -0.0686, -2.1871], [1.2443, -0.6465, -3.2345], [1.5332, 1.3308, -1.9315], [1.7720, 2.0915, -3.2400], [0.4703, 2.4101, -3.9684], [-0.2766, 3.5509, -3.2906], [0.5835, 4.8081, -3.3103], [2.0206, 4.5897, -2.8835], [2.7253, 5.5142, -2.5201], [2.5099, 3.3216, -2.9753], [-0.4018, -2.2079, -2.4477], [0.6965, -2.7229, -1.1664], [-0.9758, -2.2788, -0.7642], [0.0545, -0.9516, 0.8277], [1.0003, 0.4585, 0.4282], [-1.0047, 1.6869, -0.2758], [-2.1420, -0.1745, -1.0877], [-0.5333, 1.6576, 2.1536], [-2.2578, 1.8021, 1.7758], [-2.5142, -0.5152, 2.4344], [-3.2569, -2.2316, 3.7776], [0.5889, -4.4007, 6.5082], [-1.0624, -4.7902, 7.0126], [-1.3413, -6.2180, 5.0024], [0.2869, -5.8320, 3.1645], [1.5269, -5.3805, 4.3502], [0.3280, -8.1868, 4.0236], [1.9896, -7.8284, 4.5239], [1.1497, -6.8609, 6.6646], [-0.2490, -7.9306, 6.4482], [0.8576, -2.4071, 5.0388], [0.8807, 1.9100, -1.2798], [2.4837, 1.2247, -1.3979], [2.3818, 1.4577, -3.8829], [0.7046, 2.6973, -4.9969], [-0.1318, 1.5028, -4.0224], [-1.2258, 3.7384, -3.7944], [-0.5248, 3.2846, -2.2586], [0.6330, 5.2103, -4.3267], [0.1847, 5.6023, -2.6810], [3.4720, 3.2419, -2.6807]],
  "forces_ev_per_angstrom": [[-0.01, 0.00, 0.00], [0.00, 0.00, 0.00], [-0.01, 0.00, 0.00], [0.01, 0.00, 0.00], [0.00, 0.00, 0.00], [0.00, 0.00, 0.00], [0.01, -0.01, -0.01], [-0.01, 0.00, 0.00], [0.00, 0.00, 0.00], [0.00, 0.00, 0.00], [0.00, 0.00, 0.00], [0.00, 0.00, 0.00], [0.01, -0.01, -0.01], [-0.02, 0.01, 0.01], [0.01, -0.01, -0.01], [0.00, 0.00, 0.00], [0.01, 0.00, 0.00], [0.00, 0.00, 0.00], [0.00, -0.01, 0.00], [0.00, 0.00, 0.00], [0.00, 0.00, 0.00], [0.01, 0.00, 0.00], [0.00, -0.01, 0.00], [0.00, 0.00, 0.00], [0.00, 0.00, 0.00], [0.00, 0.00, 0.00], [0.00, 0.00, 0.00], [0.00, 0.00, 0.00], [0.00, 0.00, 0.00], [0.00, 0.00, 0.00], [0.00, 0.00, 0.00], [0.00, 0.00, 0.00], [0.01, 0.00, 0.00], [0.00, 0.00, 0.00], [0.00, 0.00, 0.00], [0.00, 0.00, 0.00], [0.00, 0.00, 0.00], [0.00, 0.00, 0.00], [0.00, 0.00, 0.01], [0.00, 0.00, 0.00], [0.00, 0.00, 0.00], [0.00, 0.00, 0.00], [0.00, 0.00, 0.00], [0.00, 0.00, 0.00], [0.00, 0.00, 0.00], [0.00, 0.00, 0.00], [0.00, 0.00, 0.00], [0.00, 0.00, 0.00], [0.00, 0.00, 0.00], [0.00, 0.00, 0.00], [0.00, 0.00, 0.00], [0.00, 0.00, 0.00], [0.00, 0.00, 0.00], [0.00, 0.00, 0.00], [0.00, 0.00, 0.00], [0.00, 0.00, 0.00], [0.00, 0.00, 0.00], [0.00, 0.00, 0.00], [0.00, 0.00, 0.00], [0.00, 0.00, 0.00]]
}


{
  "formula": "C5H15NO",
  "method": "wB97M-V/def2-TZVPD",
  "energy_ev": -8965.2036,
  "smiles": "CC[C@H](C)NC.O",
  "homo_lumo_gap_ha": 0.3772,
  "max_force_ha_per_bohr": 0.063,
  "e_homo_ev": -9.3,
  "e_above_lowest_kcal_mol": 26.64,
  "elements": ["C", "N", "C", "C", "C", "C", "H", "H", "H", "H", "H", "H", "H", "H", "H", "H", "H", "H", "H", "H", "H", "O"],
  "xyz": [[0.9721, -2.2828, -0.0584], [0.3604, -1.0758, -0.7156], [-1.1007, 2.1452, 0.6154], [-0.3294, 1.3455, -0.4309], [0.2561, 0.0518, 0.2017], [1.4936, 0.3844, 1.0136], [1.4508, -3.0112, -0.7100], [1.7271, -1.9105, 0.6384], [0.2025, -2.7644, 0.5615], [0.9182, -0.9406, -1.5560], [-0.6877, 1.9754, 1.5989], [-1.2356, 3.2269, 0.4337], [-2.0849, 1.6692, 0.7368], [0.5960, 1.8971, -0.6673], [-0.7746, 1.1496, -1.4106], [-0.4965, -0.2481, 1.0550], [1.8974, -0.2469, 1.8052], [1.2778, 1.3078, 1.5550], [2.2619, 0.6420, 0.2622], [-1.4748, -0.9737, -1.3456], [-2.8292, -1.5615, -1.9671], [-2.4005, -0.7795, -1.6157]],
  "forces_ev_per_angstrom": [[-0.67, 1.12, 0.93], [0.49, -1.56, -0.28], [-1.30, -0.56, -0.32], [2.18, -0.01, 0.05], [-2.14, -0.75, 2.35], [0.88, 1.49, -0.58], [-0.35, 0.25, -0.38], [0.18, -0.44, -0.07], [0.18, -0.08, -0.29], [-0.12, 0.84, 0.24], [0.57, 0.35, 0.24], [0.20, -0.62, -0.07], [-0.08, 0.38, -0.30], [-0.24, 0.26, -0.21], [-0.58, 0.05, 0.51], [0.79, 0.02, -1.78], [-0.28, -0.57, -0.47], [0.05, 0.14, -0.13], [0.25, -0.16, 0.55], [-0.36, -0.47, -0.20], [0.33, -0.19, 0.08], [0.04, 0.51, 0.14]]
}


{
  "formula": "C20H28IrNO2P",
  "method": "wB97M-V/def2-TZVPD",
  "energy_ev": -38884.4849,
  "spin_multiplicity": 6,
  "homo_lumo_gap_ha": [0.1953, 0.1989],
  "max_force_ha_per_bohr": 0.097,
  "e_homo_ev": [-10.7, -14.7],
  "charge": 2,
  "e_above_lowest_kcal_mol": 0.00,
  "elements": ["C", "C", "C", "C", "C", "C", "C", "C", "N", "Ir", "C", "P", "H", "H", "H", "H", "H", "H", "H", "H", "C", "C", "H", "C", "C", "H", "H", "H", "H", "H", "H", "H", "H", "H", "H", "H", "H", "H", "H", "O", "C", "O", "C", "C", "C", "C", "C", "C", "H", "H", "H", "H", "H"],
  "xyz": [[0.6461, 3.2014, -4.1099], [-0.5481, 2.9615, -3.4452], [-0.6610, 1.9455, -2.4913], [0.4859, 1.2363, -2.0880], [1.6610, 1.4127, -2.8500], [1.7545, 2.4105, -3.8167], [-2.0217, 1.7274, -1.9015], [-2.3158, 0.3564, -1.3107], [-1.7451, -0.7801, -2.1412], [0.5479, 0.0701, -0.4587], [2.8312, 0.5242, -2.5963], [2.2081, -0.8290, -1.5115], [-1.4330, 3.5565, -3.6759], [2.7006, 2.5513, -4.3405], [0.7168, 3.9897, -4.8568], [3.6579, 1.0289, -2.0736], [3.2404, 0.0887, -3.5195], [-2.1896, 2.4524, -1.0898], [-2.7835, 1.9425, -2.6675], [-1.9804, 0.2545, -0.2792], [3.6281, -1.3109, -0.5127], [1.9416, -2.2015, -2.6617], [-3.4054, 0.2167, -1.2949], [-2.9615, -1.3833, -2.8426], [-1.1485, -1.9530, -1.4707], [1.9534, 0.4948, 0.5920], [-3.6322, -1.7943, -2.0815], [-3.4770, -0.6017, -3.4090], [-2.6340, -2.1781, -3.5192], [-1.9019, -2.3564, -0.7859], [-0.9013, -2.6819, -2.2478], [-0.2386, -1.7272, -0.8695], [2.9145, -2.6415, -2.9146], [1.3206, -2.9680, -2.1854], [1.4547, -1.8526, -3.5802], [4.4272, -0.5679, -0.6172], [3.3057, -1.3543, 0.5328], [3.9810, -2.2983, -0.8310], [-1.3281, -0.4806, -3.0523], [-0.2313, -0.9186, 1.3836], [-0.5837, 0.2409, 1.7904], [-0.4682, 1.2152, 0.9423], [-1.0529, 0.4997, 3.1702], [-1.3479, 1.8114, 3.5612], [-1.7773, 2.0562, 4.8666], [-1.9103, 0.9909, 5.7725], [-1.6135, -0.3211, 5.3701], [-1.1826, -0.5692, 4.0654], [-1.2305, 2.6145, 2.8322], [-2.0070, 3.0765, 5.1754], [-2.2462, 1.1840, 6.7930], [-1.7165, -1.1508, 6.0708], [-0.9405, -1.5747, 3.7207]],
  "forces_ev_per_angstrom": [[0.45, 0.07, 0.05], [-0.58, -0.39, 0.42], [-0.38, 1.06, -0.44], [-0.05, -1.09, -0.23], [0.86, 0.72, -0.88], [0.11, -0.22, 0.16], [-0.48, 0.08, 0.17], [-0.11, 0.08, 0.27], [-2.67, -0.71, -2.23], [-1.04, 3.68, 2.39], [0.14, -0.60, 0.28], [3.17, 0.04, -1.40], [0.24, -0.15, -0.02], [-0.29, 0.01, 0.07], [-0.05, -0.19, 0.14], [-0.30, -0.01, -0.13], [-0.05, 0.24, 0.17], [-0.01, -0.15, -0.15], [0.28, 0.05, 0.20], [0.07, -0.09, -0.28], [-0.01, -0.55, 0.40], [-0.39, -0.35, 0.02], [0.37, -0.02, 0.05], [-0.76, -0.40, -0.14], [0.29, -0.37, 0.23], [-0.32, -0.36, -0.36], [0.12, 0.07, -0.24], [0.16, -0.11, 0.13], [-0.04, 0.18, 0.12], [0.22, 0.07, -0.10], [-0.03, 0.09, 0.29], [-0.67, -0.54, -0.45], [-0.23, 0.15, 0.02], [0.26, -0.02, -0.19], [0.04, -0.05, 0.18], [-0.20, -0.19, 0.06], [0.28, -0.09, -0.19], [0.10, 0.23, 0.15], [1.02, 0.28, 1.65], [0.23, -0.95, -0.52], [-1.07, -0.01, 3.99], [0.65, 1.09, -1.69], [1.05, 1.93, -4.46], [-0.21, 0.64, 0.28], [0.55, 1.58, -2.55], [-0.26, -2.76, 2.08], [-0.03, 0.34, -0.04], [-0.53, -2.36, 2.81], [-0.06, -0.18, 0.38], [0.06, -0.27, -0.07], [0.13, -0.08, -0.38], [0.02, 0.32, -0.19], [-0.09, 0.27, 0.22]]
}


{
  "formula": "C6H7N",
  "method": "wB97M-V/def2-TZVPD",
  "energy_ev": -7818.5960,
  "homo_lumo_gap_ha": [0.2320, 0.2842],
  "max_force_ha_per_bohr": 0.062,
  "e_homo_ev": [-6.7, -7.7],
  "e_above_lowest_kcal_mol": 162.61,
  "elements": ["C", "C", "C", "C", "C", "C", "N", "H", "H", "H", "H", "H", "H", "H"],
  "xyz": [[1.8987, -0.3753, 0.8199], [1.4021, -1.2412, -0.0177], [-1.2974, -0.5544, -0.1775], [1.7584, 0.8384, -0.1053], [0.9312, -0.0837, -0.9713], [-2.6310, -0.2471, 0.3465], [-0.4116, -0.0749, -0.7936], [2.2224, -0.3680, 1.8282], [1.3141, 1.7033, 0.4217], [2.6285, 1.1163, -0.7352], [1.0363, -0.1766, -2.0616], [-3.0572, 0.7275, 0.0521], [-2.4827, -0.2149, 1.3513], [-3.3118, -1.0495, 0.0426]],
  "forces_ev_per_angstrom": [[1.12, 1.64, 0.39], [-0.38, -1.85, -0.25], [0.20, 0.40, -0.38], [0.70, 0.40, 0.65], [-0.74, -0.92, -2.47], [-0.72, -0.30, -2.86], [-1.70, 1.13, 0.57], [0.52, -0.32, 0.73], [-0.09, -0.16, -0.87], [-0.17, 0.09, 0.91], [0.87, 0.22, 0.29], [0.45, -0.31, -0.28], [-0.06, -0.21, 3.16], [0.00, 0.19, 0.42]]
}


{
  "formula": "C3H6ClN",
  "method": "wB97M-V/def2-TZVPD",
  "energy_ev": -17217.2287,
  "smiles": "ClC1CNC1",
  "homo_lumo_gap_ha": 0.3612,
  "max_force_ha_per_bohr": 0.090,
  "e_homo_ev": -8.9,
  "e_above_lowest_kcal_mol": 66.02,
  "elements": ["C", "C", "C", "H", "H", "H", "H", "H", "H", "N", "Cl"],
  "xyz": [[0.8203, 0.1012, 0.4590], [-0.1286, -1.1567, -0.0151], [-0.3228, 1.0871, -0.1634], [0.8578, 0.0765, 1.6005], [-0.4727, -1.8180, 0.8705], [0.2612, -1.7253, -1.1598], [-2.1443, -0.0839, -0.3584], [0.3873, 1.5253, -1.0144], [-0.6204, 2.0805, 0.6555], [-1.1070, -0.0826, -0.5738], [2.4693, -0.0041, -0.3005]],
  "forces_ev_per_angstrom": [[-2.05, -1.90, 0.68], [0.14, 1.21, -2.83], [4.21, 1.68, 0.91], [0.49, 0.27, -1.68], [0.49, 0.82, -1.86], [-0.85, 1.18, 4.23], [1.98, -0.18, -0.11], [-2.44, -0.19, 1.14], [0.31, -3.34, -2.56], [-1.25, -0.08, 1.40], [-1.02, 0.52, 0.68]]
}


{
  "formula": "C13H23N2O4S",
  "method": "wB97M-V/def2-TZVPD",
  "energy_ev": -35858.7100,
  "homo_lumo_gap_ha": 0.1555,
  "max_force_ha_per_bohr": 0.016,
  "e_homo_ev": -2.3,
  "charge": -1,
  "elements": ["C", "C", "C", "O", "C", "C", "C", "S", "N", "C", "C", "C", "C", "N", "C", "O", "O", "H", "H", "H", "H", "H", "H", "H", "H", "H", "H", "H", "H", "H", "H", "H", "H", "H", "H", "C", "C", "O", "H", "H", "H", "H", "H"],
  "xyz": [[-3.7407, 1.8177, 0.7614], [-3.3128, 0.3759, 0.4587], [-1.9436, 0.2971, -0.2218], [-1.0836, -0.6921, 0.3362], [-0.3159, -0.2598, 1.4201], [1.0915, 0.0174, 0.9540], [1.6619, -0.1570, -0.2729], [1.0073, -0.7310, -1.7869], [2.9804, 0.2948, -0.1556], [3.9892, 0.3691, -1.2075], [4.3079, 1.8144, -1.6120], [4.7250, 1.9415, -3.0877], [3.1691, 0.7065, 1.0849], [2.0587, 0.5591, 1.7755], [1.9721, 0.9669, 3.2848], [2.8639, 1.7563, 3.5434], [1.0931, 0.3653, 3.8549], [-4.5453, 1.8281, 1.4986], [-4.1304, 2.3105, -0.1355], [-2.9101, 2.4274, 1.1310], [-3.3208, -0.2257, 1.3670], [-4.0686, -0.0869, -0.1782], [-2.0555, 0.0258, -1.2753], [-1.4384, 1.2761, -0.1995], [-0.7132, 0.6496, 1.8860], [-0.2982, -1.0126, 2.2102], [1.7030, -1.8743, -1.8132], [3.5935, -0.1776, -2.0592], [4.8818, -0.1295, -0.8287], [3.4301, 2.4309, -1.4126], [5.1069, 2.1948, -0.9728], [3.9703, 2.4850, -3.6576], [5.6570, 2.4991, -3.1918], [4.8621, 0.9676, -3.5588], [4.0766, 1.1231, 1.4928], [-3.7531, -3.6866, 0.4370], [-4.8349, -2.8451, -0.2836], [-5.3907, -1.8898, 0.4690], [-4.1918, -4.1813, 1.3088], [-3.3219, -4.4574, -0.2217], [-2.9435, -3.0357, 0.7802], [-5.5672, -3.5985, -0.6996], [-4.3212, -2.4590, -1.2218]],
  "forces_ev_per_angstrom": [[-0.08, -0.11, -0.14], [-0.04, 0.41, -0.19], [-0.14, 0.08, -0.17], [-0.02, -0.16, 0.14], [0.01, 0.12, -0.04], [-0.20, -0.01, 0.40], [0.07, 0.00, -0.07], [0.03, 0.10, -0.13], [0.20, -0.06, -0.33], [-0.04, 0.18, 0.09], [0.06, -0.01, -0.05], [0.02, 0.22, 0.06], [0.19, 0.23, 0.21], [-0.26, -0.15, -0.74], [0.41, -0.05, 0.60], [0.13, 0.20, 0.05], [-0.45, -0.01, 0.14], [0.05, 0.02, -0.02], [0.09, 0.01, 0.02], [-0.03, -0.02, 0.13], [0.11, -0.03, -0.03], [-0.03, -0.25, 0.29], [0.04, -0.05, 0.08], [0.07, -0.02, 0.06], [-0.02, -0.07, -0.01], [0.01, -0.04, -0.11], [-0.02, -0.14, -0.02], [0.02, -0.06, 0.04], [0.01, -0.11, -0.20], [0.00, -0.04, -0.03], [-0.09, 0.02, 0.06], [0.00, -0.13, -0.02], [-0.02, -0.08, -0.01], [0.03, 0.00, 0.00], [-0.08, -0.03, -0.01], [0.02, -0.04, -0.03], [0.00, -0.05, -0.16], [-0.02, -0.02, 0.04], [0.00, 0.04, 0.03], [-0.04, 0.04, 0.00], [-0.02, 0.02, 0.03], [0.02, 0.03, 0.01], [0.01, 0.01, 0.03]]
}